Record 1
Here is a molecular structure, C32H34EuI2N5O5S in a non-equilibrium geometry from OMol25. Energies are from wB97M-V/def2-TZVPD.

Calculated values
Multiplicity: 8
HOMO-LUMO gap (spin up / spin down), eV: 3.63 / 3.66
Total charge: +1
Highest occupied orbital energy (spin up / spin down), eV: -6.6418 / -9.4909
LUMO level (spin up / spin down), Ha: -0.1107 / -0.2144
<S²>: 15.867

Geometry as XYZ:
```
80
Properties=species:S:1:pos:R:3:mulliken_spin:R:1
Eu 0.284 -1.301 -0.193 4.05
C -6.527 -1.003 -3.729 -0.02
C -5.113 -0.869 -3.253 0.13
C -4.192 -0.099 -3.912 0.25
C -2.875 0.111 -3.430 0.02
C -2.067 0.997 -4.167 0.46
N -1.230 1.895 -3.682 0.28
C -1.141 2.245 -2.284 -0.06
C -0.387 3.552 -2.084 -0.01
C -0.612 4.069 -0.666 -0.01
N -0.234 3.065 0.316 0.23
C 0.511 3.272 1.359 0.45
C 0.828 2.267 2.311 -0.01
C 1.568 2.643 3.452 0.14
C 1.815 1.768 4.480 -0.08
C 2.617 2.140 5.686 0.00
C 1.263 0.480 4.347 0.29
C 0.561 0.044 3.243 -0.10
C 0.078 -1.341 3.269 -0.01
N -0.406 -2.006 2.297 -0.02
C -0.756 -3.394 2.609 0.00
C -0.611 -4.288 1.387 0.01
C -1.743 -4.159 0.377 0.00
N -1.806 -2.865 -0.314 0.03
C -2.981 -2.531 -0.697 0.00
C -3.358 -1.505 -1.665 0.01
C -4.664 -1.564 -2.118 0.31
C -2.406 -0.623 -2.277 0.20
O -1.192 -0.579 -1.895 0.28
C 0.348 0.933 2.141 0.09
O -0.264 0.559 1.071 0.02
H -6.738 -0.298 -4.530 0.00
H -7.236 -0.814 -2.925 0.01
H -6.725 -2.006 -4.108 0.03
H -4.489 0.420 -4.814 0.01
H -2.184 1.040 -5.244 0.03
H -0.657 2.404 -4.342 -0.02
H -0.658 1.425 -1.751 0.05
H -2.170 2.330 -1.911 -0.01
H -0.745 4.318 -2.777 -0.02
H 0.677 3.395 -2.257 0.00
H -1.670 4.305 -0.523 -0.01
H -0.036 4.973 -0.464 0.02
H -0.528 2.077 0.216 -0.05
H 0.884 4.282 1.508 0.02
H 1.937 3.659 3.509 -0.01
H 2.829 3.205 5.698 0.00
H 3.569 1.611 5.704 0.00
H 2.089 1.892 6.604 0.00
H 1.399 -0.223 5.161 0.02
H 0.202 -1.824 4.248 0.00
H -1.791 -3.427 2.964 0.00
H -0.118 -3.761 3.420 0.00
H -0.587 -5.331 1.713 0.00
H 0.367 -4.099 0.920 0.00
H -2.697 -4.370 0.879 0.00
H -1.614 -4.926 -0.395 0.00
H -3.830 -3.148 -0.377 0.00
H -5.349 -2.231 -1.611 0.03
I 1.086 -3.839 -2.185 0.00
C 1.293 -2.991 -4.120 0.00
I 1.341 -0.884 -4.240 0.01
H 0.440 -3.346 -4.689 0.00
H 2.230 -3.377 -4.510 0.00
O 4.206 -2.655 -0.063 0.00
S 3.294 -1.620 0.294 -0.01
O 2.193 -1.986 1.210 0.00
N 2.539 -0.887 -0.927 0.00
C 2.483 0.461 -0.692 -0.01
O 1.604 1.187 -1.149 0.01
C 3.541 0.905 0.284 -0.02
C 3.975 2.183 0.586 0.03
C 4.969 2.327 1.545 0.00
C 5.510 1.217 2.189 0.00
C 5.076 -0.070 1.887 0.00
C 4.093 -0.185 0.928 -0.01
H 3.561 3.037 0.068 0.00
H 5.340 3.311 1.791 0.00
H 6.288 1.357 2.924 0.00
H 5.500 -0.936 2.371 0.00
```

***

Record 2
Here is C8H17NO in the gas phase in a non-equilibrium geometry from OMol25. Energies are from wB97M-V/def2-TZVPD.

Calculated values
Multiplicity: 1
HOMO-LUMO gap, eV: 10.15
Total charge: 0
Highest occupied orbital energy, eV: -9.2498
LUMO level, Ha: 0.0330

Geometry as XYZ:
```
27
Properties=species:S:1:pos:R:3:lowdin_charge:R:1
C 1.079 -0.110 2.066 0.00
C 0.900 0.603 0.754 -0.41
O 1.918 1.025 0.123 -0.01
C -0.521 1.055 0.340 -0.50
C -0.505 2.556 0.025 -0.03
N -1.496 0.686 1.368 0.07
C -0.749 0.192 -0.922 -0.09
C 0.245 -0.984 -0.831 -0.43
C -0.347 -2.219 -0.176 -0.07
C 0.866 -1.308 -2.191 -0.08
H 0.236 -0.751 2.297 0.07
H 1.157 0.657 2.842 0.10
H 2.018 -0.660 2.065 0.10
H -1.449 2.848 -0.437 0.08
H 0.318 2.791 -0.645 0.08
H -0.382 3.136 0.941 0.08
H -1.365 1.256 2.197 0.08
H -2.433 0.871 1.027 0.09
H -1.781 -0.156 -0.987 0.13
H -0.515 0.789 -1.803 0.12
H 1.290 -0.492 -0.376 0.15
H -0.919 -1.959 0.712 0.06
H -1.052 -2.704 -0.856 0.08
H 0.428 -2.946 0.068 0.08
H 1.431 -0.457 -2.570 0.08
H 1.543 -2.159 -2.119 0.08
H 0.084 -1.561 -2.910 0.08
```

***

The evaluated DFT total energy for the records listed, in turn: -3593.403472 -444.956945 hartree.
The evaluated ΔE to the lowest compared entry with this formula, charge and spin for the records listed, in turn: 4.735 2.475 eV.